No. 1
ORCA calculation (ωB97M-V with the def2-TZVPD basis set) on a single C21H23N5O molecule.

Summary:
**E_LUMO**: 0.1648 eV
**Multiplicity**: 1
**Frontier orbital gap**: 0.31753 Eh
**HOMO**: -8.48 eV
**Total charge**: 0
**ΔE to the lowest compared entry with this formula, charge and spin**: 54.9 kcal per mole

The geometry in XYZ format:
```
50
C21H23N5O (ωB97M-V with the def2-TZVPD basis set)
C 0.155 -5.254 -2.139
C 0.948 -4.606 -1.524
C 1.908 -3.773 -0.817
C 1.397 -2.348 -0.781
N 1.841 -1.551 -1.710
C 1.331 -0.283 -1.680
C 1.737 0.646 -2.647
C 1.245 1.909 -2.645
O 1.595 2.846 -3.583
C 0.306 2.332 -1.680
C -0.271 3.719 -1.701
C -1.554 3.841 -2.602
N -2.631 4.572 -1.953
N -1.160 4.616 -3.778
N -2.036 2.518 -3.020
C -0.070 1.439 -0.727
C 0.421 0.125 -0.709
N 0.000 -0.735 0.267
C 0.467 -1.952 0.227
C -0.011 -2.938 1.266
C -0.950 -2.343 2.303
C -0.308 -1.819 3.574
C 1.030 -1.936 3.880
C 1.537 -1.461 5.076
C 0.689 -0.861 5.978
C -0.649 -0.719 5.682
C -1.144 -1.196 4.488
H -0.665 -5.593 -2.717
H 2.052 -4.166 0.184
H 2.849 -3.789 -1.357
H 2.445 0.357 -3.412
H 2.351 2.506 -4.073
H -0.578 3.925 -0.679
H 0.455 4.453 -2.025
H -2.735 4.320 -0.982
H -2.499 5.570 -2.048
H -1.975 4.710 -4.378
H -0.475 4.052 -4.274
H -2.458 2.593 -3.936
H -2.785 2.212 -2.410
H -0.777 1.713 0.041
H 0.834 -3.441 1.722
H -0.557 -3.715 0.730
H -1.582 -1.569 1.884
H -1.616 -3.148 2.619
H 1.722 -2.395 3.190
H 2.586 -1.565 5.301
H 1.087 -0.506 6.917
H -1.308 -0.229 6.382
H -2.197 -1.081 4.277
```

For reference, the natural (NBO) charges in units of e are: -0.233 -0.005 -0.520 0.220 -0.373 0.108 -0.311 0.385 -0.692 -0.038 -0.461 0.411 -0.867 -0.842 -0.860 -0.191 0.165 -0.398 0.182 -0.437 -0.444 0.089 -0.263 -0.188 -0.230 -0.206 -0.228 0.235 0.238 0.261 0.215 0.484 0.210 0.245 0.360 0.377 0.353 0.374 0.361 0.362 0.214 0.214 0.236 0.241 0.215 0.202 0.209 0.210 0.210 0.205

---

No. 2
ORCA calculation (ωB97M-V with the def2-TZVPD basis set) on a single C21H23N5O5 molecule.

Summary:
**E_LUMO**: 0.0366 eV
**Multiplicity**: 1
**Frontier orbital gap**: 0.29226 Eh
**HOMO**: -7.92 eV
**Total charge**: 0
**ΔE to the lowest compared entry with this formula, charge and spin**: 44.2 kcal per mole

The geometry in XYZ format:
```
54
C21H23N5O5 (ωB97M-V with the def2-TZVPD basis set)
C -7.462 0.123 -2.487
O -7.164 -1.220 -2.185
C -5.955 -1.510 -1.639
C -5.714 -2.858 -1.366
C -4.512 -3.248 -0.812
C -3.534 -2.314 -0.520
C -3.773 -0.971 -0.790
N -2.768 -0.050 -0.483
C -2.732 1.282 -0.654
O -3.588 2.013 -1.124
C -1.406 1.848 -0.158
O -0.512 1.135 0.292
N -1.341 3.178 -0.290
N -0.183 3.898 -0.116
C 0.428 3.850 1.002
C -0.088 3.239 2.266
C 1.802 4.417 1.020
C 2.892 3.329 1.140
O 3.982 3.605 1.587
N 2.510 2.115 0.687
C 3.253 0.927 0.655
C 4.607 0.861 0.966
C 5.264 -0.352 0.905
C 4.595 -1.516 0.536
N 5.326 -2.709 0.495
C 4.905 -3.969 0.188
C 6.031 -4.982 0.267
O 3.771 -4.264 -0.114
C 3.239 -1.448 0.225
C 2.582 -0.237 0.285
C -4.980 -0.564 -1.349
H -7.453 0.748 -1.589
H -6.762 0.534 -3.221
H -8.465 0.113 -2.910
H -6.483 -3.576 -1.599
H -4.332 -4.292 -0.605
H -2.593 -2.619 -0.088
H -1.917 -0.432 -0.075
H -2.068 3.619 -0.847
H 0.430 3.651 3.127
H -1.159 3.420 2.359
H 0.058 2.158 2.257
H 1.993 4.958 0.091
H 1.947 5.100 1.858
H 1.551 1.993 0.375
H 5.136 1.752 1.257
H 6.317 -0.394 1.148
H 6.302 -2.603 0.735
H 5.646 -5.963 0.007
H 6.827 -4.716 -0.426
H 6.438 -5.014 1.276
H 2.713 -2.342 -0.061
H 1.529 -0.186 0.050
H -5.131 0.483 -1.547
```

For reference, the natural (NBO) charges in units of e are: -0.254 -0.489 0.324 -0.272 -0.174 -0.267 0.156 -0.570 0.592 -0.611 0.560 -0.664 -0.427 -0.283 0.329 -0.717 -0.548 0.696 -0.610 -0.618 0.116 -0.219 -0.234 0.139 -0.601 0.684 -0.713 -0.605 -0.256 -0.170 -0.315 0.179 0.180 0.201 0.226 0.219 0.212 0.433 0.434 0.232 0.236 0.267 0.257 0.245 0.427 0.255 0.204 0.394 0.242 0.226 0.226 0.256 0.218 0.251

---

No. 3
ORCA calculation (ωB97M-V with the def2-TZVPD basis set) on C21H23N6OReSi as an isolated structure.

Summary:
**E_LUMO (spin up / spin down)**: -11.5641 / -12.2550 eV
**Multiplicity**: 4
**⟨S²⟩**: 3.778
**Frontier orbital gap (spin up / spin down)**: 0.18602 / 0.15920 Eh
**HOMO (spin up / spin down)**: -16.63 / -16.59 eV
**Total charge**: +3
**ΔE to the lowest compared entry with this formula, charge and spin**: 54.3 kcal per mole

The geometry in XYZ format:
```
53
C21H23N6OReSi (ωB97M-V with the def2-TZVPD basis set)
Re -1.177 1.155 0.210
N 0.166 2.257 3.115
C -0.524 1.134 3.280
N -0.745 0.712 4.497
C -1.474 -0.389 4.716
N -1.728 -0.771 5.940
N -1.939 -1.125 3.668
C -1.699 -0.695 2.475
N -1.028 0.467 2.165
C -2.121 -1.438 1.290
C -2.801 -2.647 1.326
C -3.111 -3.272 0.126
C -2.710 -2.669 -1.064
C -2.046 -1.455 -1.020
N -1.758 -0.829 0.130
H 0.542 2.702 3.942
H 0.526 2.530 2.214
H -1.374 -0.224 6.715
H -2.266 -1.607 6.129
H -3.060 -3.073 2.285
H -3.645 -4.210 0.112
H -2.907 -3.138 -2.017
H -1.725 -0.962 -1.933
C -2.995 3.265 -0.510
O -1.562 3.078 -0.552
H -3.273 4.212 -0.966
H -3.350 3.260 0.524
H -3.478 2.466 -1.079
H -1.120 3.936 -0.641
C 1.747 1.750 -5.066
C 2.248 2.614 -4.108
C 2.068 2.333 -2.762
C 1.345 1.207 -2.389
C 0.844 0.340 -3.353
C 1.023 0.629 -4.698
Si 1.133 0.913 -0.486
C 2.118 -0.746 -0.331
C 1.626 -1.868 0.321
C 2.465 -2.953 0.525
C 3.758 -2.935 0.027
C 4.252 -1.812 -0.612
C 3.417 -0.727 -0.825
H 1.960 1.933 -6.111
H 2.791 3.504 -4.388
H 2.483 3.002 -2.025
H 0.337 -0.571 -3.073
H 0.623 -0.039 -5.445
H 1.989 1.933 0.190
H 0.619 -1.890 0.709
H 2.101 -3.813 1.065
H 4.375 -3.821 0.098
H 5.265 -1.775 -0.977
H 3.795 0.126 -1.364
```

For reference, the natural (NBO) charges in units of e are: 1.372 -0.737 0.632 -0.517 0.629 -0.654 -0.443 0.450 -0.633 0.142 -0.146 -0.055 -0.177 0.070 -0.507 0.463 0.404 0.452 0.448 0.289 0.280 0.283 0.241 -0.303 -0.737 0.272 0.218 0.218 0.575 -0.142 -0.166 -0.256 -0.330 -0.252 -0.187 0.938 -0.329 -0.268 -0.182 -0.163 -0.166 -0.239 0.253 0.249 0.226 0.203 0.246 -0.096 0.169 0.231 0.249 0.250 0.230

---

Please write out number 1 again, unchanged.
ORCA calculation (ωB97M-V with the def2-TZVPD basis set) on a single C21H23N5O molecule.

Summary:
**E_LUMO**: 0.1648 eV
**Multiplicity**: 1
**Frontier orbital gap**: 0.31753 Eh
**HOMO**: -8.48 eV
**Total charge**: 0
**ΔE to the lowest compared entry with this formula, charge and spin**: 54.9 kcal per mole

The geometry in XYZ format:
```
50
C21H23N5O (ωB97M-V with the def2-TZVPD basis set)
C 0.155 -5.254 -2.139
C 0.948 -4.606 -1.524
C 1.908 -3.773 -0.817
C 1.397 -2.348 -0.781
N 1.841 -1.551 -1.710
C 1.331 -0.283 -1.680
C 1.737 0.646 -2.647
C 1.245 1.909 -2.645
O 1.595 2.846 -3.583
C 0.306 2.332 -1.680
C -0.271 3.719 -1.701
C -1.554 3.841 -2.602
N -2.631 4.572 -1.953
N -1.160 4.616 -3.778
N -2.036 2.518 -3.020
C -0.070 1.439 -0.727
C 0.421 0.125 -0.709
N 0.000 -0.735 0.267
C 0.467 -1.952 0.227
C -0.011 -2.938 1.266
C -0.950 -2.343 2.303
C -0.308 -1.819 3.574
C 1.030 -1.936 3.880
C 1.537 -1.461 5.076
C 0.689 -0.861 5.978
C -0.649 -0.719 5.682
C -1.144 -1.196 4.488
H -0.665 -5.593 -2.717
H 2.052 -4.166 0.184
H 2.849 -3.789 -1.357
H 2.445 0.357 -3.412
H 2.351 2.506 -4.073
H -0.578 3.925 -0.679
H 0.455 4.453 -2.025
H -2.735 4.320 -0.982
H -2.499 5.570 -2.048
H -1.975 4.710 -4.378
H -0.475 4.052 -4.274
H -2.458 2.593 -3.936
H -2.785 2.212 -2.410
H -0.777 1.713 0.041
H 0.834 -3.441 1.722
H -0.557 -3.715 0.730
H -1.582 -1.569 1.884
H -1.616 -3.148 2.619
H 1.722 -2.395 3.190
H 2.586 -1.565 5.301
H 1.087 -0.506 6.917
H -1.308 -0.229 6.382
H -2.197 -1.081 4.277
```

For reference, the natural (NBO) charges in units of e are: -0.233 -0.005 -0.520 0.220 -0.373 0.108 -0.311 0.385 -0.692 -0.038 -0.461 0.411 -0.867 -0.842 -0.860 -0.191 0.165 -0.398 0.182 -0.437 -0.444 0.089 -0.263 -0.188 -0.230 -0.206 -0.228 0.235 0.238 0.261 0.215 0.484 0.210 0.245 0.360 0.377 0.353 0.374 0.361 0.362 0.214 0.214 0.236 0.241 0.215 0.202 0.209 0.210 0.210 0.205